(1)
{
  "formula": "C60H67F7O15",
  "method": "the ωB97M-V functional and the def2-TZVPD basis",
  "multiplicity": 1,
  "smiles": "CCOC(=O)OC.CCOC(=O)OC.CCOC(=O)OC.Fc1ccccc1.Fc1ccccc1.Fc1ccccc1.Fc1ccccc1.Fc1ccccc1.Fc1ccccc1.Fc1ccccc1.O=C1OCCO1.O=C1OCCO1",
  "lumo_energy_ha": 0.0064,
  "charge": 0,
  "elements": ["C", "C", "O", "C", "O", "O", "C", "H", "H", "H", "H", "H", "H", "H", "H", "C", "C", "O", "C", "O", "O", "C", "H", "H", "H", "H", "H", "H", "H", "H", "C", "C", "O", "C", "O", "O", "C", "H", "H", "H", "H", "H", "H", "H", "H", "C", "C", "O", "C", "O", "O", "H", "H", "H", "H", "C", "C", "O", "C", "O", "O", "H", "H", "H", "H", "F", "C", "C", "C", "C", "C", "C", "H", "H", "H", "H", "H", "F", "C", "C", "C", "C", "C", "C", "H", "H", "H", "H", "H", "F", "C", "C", "C", "C", "C", "C", "H", "H", "H", "H", "H", "F", "C", "C", "C", "C", "C", "C", "H", "H", "H", "H", "H", "F", "C", "C", "C", "C", "C", "C", "H", "H", "H", "H", "H", "F", "C", "C", "C", "C", "C", "C", "H", "H", "H", "H", "H", "F", "C", "C", "C", "C", "C", "C", "H", "H", "H", "H", "H"],
  "positions_angstrom": [[-23.03513, -27.59577, -5.53192], [-22.24052, -26.33741, -5.25305], [-21.83975, -26.28243, -3.86202], [-21.14893, -25.16787, -3.58275], [-20.79571, -24.32941, -4.40614], [-20.85859, -25.07316, -2.29079], [-19.88652, -24.04193, -2.02717], [-23.41952, -27.69839, -6.54645], [-23.92954, -27.63081, -4.89895], [-22.38842, -28.43083, -5.33686], [-22.85726, -25.46254, -5.40056], [-21.35901, -26.37627, -5.87091], [-19.19514, -24.02019, -2.86295], [-19.33138, -24.43335, -1.18819], [-20.41104, -23.10774, -1.90083], [-10.48766, -16.50305, 0.46849], [-10.38144, -17.99492, 0.60541], [-10.97338, -18.35669, 1.88000], [-12.27951, -18.55721, 1.83833], [-12.98161, -18.34502, 0.83765], [-12.76950, -18.93096, 2.97870], [-14.18645, -19.12922, 2.92206], [-11.51260, -16.19074, 0.66769], [-10.11972, -16.22660, -0.51955], [-9.78217, -15.94892, 1.09613], [-9.34442, -18.31598, 0.66708], [-10.94083, -18.57207, -0.12142], [-14.52349, -19.45575, 3.88235], [-14.53022, -19.89585, 2.23313], [-14.69595, -18.19002, 2.64846], [-19.14023, -19.76909, -4.19528], [-17.78877, -20.36769, -4.03434], [-17.14566, -19.77811, -2.80107], [-17.60515, -20.31734, -1.64646], [-18.31239, -21.28182, -1.49871], [-17.11466, -19.60368, -0.60478], [-15.88064, -18.83996, -0.78275], [-19.01830, -18.69963, -4.47678], [-19.78455, -19.79000, -3.33056], [-19.64400, -20.29341, -5.00637], [-17.09889, -20.05982, -4.81664], [-17.79094, -21.44685, -3.90681], [-15.36023, -18.91475, 0.15871], [-16.15507, -17.81699, -0.97353], [-15.34112, -19.29322, -1.60722], [-19.59061, -15.83334, -1.15944], [-19.55785, -17.33516, -1.40586], [-20.89817, -17.54840, -2.01802], [-21.68736, -16.53500, -1.65204], [-22.86987, -16.52867, -1.73337], [-20.96989, -15.53585, -1.13378], [-19.16240, -15.28720, -2.00477], [-19.13700, -15.53362, -0.23619], [-19.61344, -17.82998, -0.43409], [-18.72858, -17.69215, -2.01498], [-14.15375, -24.55628, -7.62155], [-13.31268, -24.81202, -6.35211], [-14.21022, -24.26691, -5.35141], [-15.04180, -23.39501, -5.92726], [-15.74155, -22.65114, -5.34844], [-15.07644, -23.52311, -7.24621], [-14.65488, -25.45698, -7.95249], [-13.56234, -24.26663, -8.48914], [-12.36992, -24.23381, -6.34682], [-13.14100, -25.87922, -6.18841], [-19.25060, -18.16735, -9.31359], [-18.95800, -19.33260, -8.63793], [-19.98358, -20.19584, -8.24179], [-19.73487, -21.45352, -7.70162], [-18.41186, -21.72846, -7.41574], [-17.41972, -20.82080, -7.71528], [-17.63407, -19.61760, -8.35549], [-21.01698, -20.00532, -8.48813], [-20.51586, -22.15303, -7.43492], [-18.15563, -22.65703, -6.89510], [-16.42176, -21.12518, -7.41744], [-16.79778, -18.98290, -8.59996], [-14.47580, -16.42131, -2.83403], [-15.33735, -16.60513, -3.85831], [-16.58696, -16.09141, -3.77500], [-17.47330, -16.37177, -4.79601], [-17.10212, -17.16900, -5.85542], [-15.80762, -17.67188, -5.93556], [-14.86797, -17.36071, -4.94539], [-16.94468, -15.54304, -2.90103], [-18.52973, -16.09284, -4.70951], [-17.74746, -17.43796, -6.68227], [-15.56862, -18.26813, -6.80523], [-13.82834, -17.69995, -4.93185], [-23.02186, -13.57424, -7.87801], [-22.67099, -14.70935, -7.20466], [-23.41111, -15.01659, -6.03253], [-22.98711, -16.08858, -5.26963], [-21.89488, -16.86292, -5.70760], [-21.25172, -16.56017, -6.87274], [-21.64673, -15.50239, -7.66016], [-24.31991, -14.47279, -5.79246], [-23.47556, -16.36254, -4.33554], [-21.60612, -17.66058, -5.01686], [-20.41050, -17.20015, -7.12830], [-21.13463, -15.26357, -8.57634], [-17.39619, -19.76324, 6.40119], [-17.66574, -19.29333, 5.19018], [-18.23241, -18.01001, 5.00670], [-18.44132, -17.53536, 3.69729], [-18.14591, -18.35775, 2.61462], [-17.64637, -19.61215, 2.75936], [-17.34668, -20.07541, 4.07758], [-18.53720, -17.35583, 5.80642], [-18.84713, -16.54263, 3.50580], [-18.32125, -18.01109, 1.60704], [-17.39709, -20.31398, 1.95696], [-16.81341, -21.00159, 4.31003], [-22.00156, -20.48615, -1.93234], [-22.63830, -20.50470, -3.12723], [-22.43772, -21.66835, -3.87734], [-23.18269, -21.86842, -5.04946], [-24.00327, -20.81600, -5.50140], [-24.10034, -19.63532, -4.78018], [-23.44421, -19.43290, -3.59339], [-21.80450, -22.39237, -3.35782], [-23.22307, -22.79919, -5.59085], [-24.52399, -20.90397, -6.44081], [-24.69220, -18.81365, -5.19301], [-23.53887, -18.49846, -3.03505], [-15.01943, -22.75198, 1.61730], [-14.70173, -22.47286, 0.31569], [-15.55940, -22.95289, -0.67662], [-15.28546, -22.66842, -2.00496], [-14.11306, -21.92850, -2.35746], [-13.22869, -21.52820, -1.32390], [-13.56776, -21.69264, 0.01103], [-16.47786, -23.40729, -0.31563], [-16.05283, -22.89658, -2.72838], [-13.86121, -21.83306, -3.41123], [-12.30552, -21.02520, -1.58281], [-12.94778, -21.36185, 0.83965], [-16.98767, -15.81763, 0.41762], [-16.20954, -14.68960, 0.39298], [-14.87193, -14.75855, 0.03147], [-14.21210, -13.54658, -0.18024], [-14.85302, -12.35294, 0.06868], [-16.15733, -12.32223, 0.60926], [-16.85159, -13.52019, 0.75272], [-14.39682, -15.73010, -0.11356], [-13.17727, -13.57553, -0.50324], [-14.35981, -11.40436, -0.10330], [-16.63905, -11.34826, 0.83072], [-17.92251, -13.55373, 0.95808]],
  "mulliken_charge": [-1.410, 0.226, -0.364, 0.799, -0.502, -0.436, -0.568, 0.390, 0.322, 0.350, 0.095, 0.266, 0.303, 0.242, 0.321, -0.875, -0.046, -0.411, 0.643, -0.334, -0.401, -0.263, 0.110, 0.346, 0.346, 0.297, 0.091, 0.290, -0.067, 0.268, 0.727, -0.816, 0.501, -0.308, -0.372, 0.324, 0.667, -0.528, -0.080, 0.464, -0.232, 0.172, -0.606, -0.127, 0.244, -0.072, 0.956, 0.025, 0.397, -0.587, -0.421, 0.217, 0.048, 0.108, -0.766, -0.444, -0.325, -0.348, 0.268, 0.120, -0.325, 0.283, 0.302, 0.256, 0.279, -0.421, 0.231, -0.099, -0.731, -0.480, -0.209, -0.513, 0.504, 0.509, 0.323, 0.312, 0.640, -0.322, 0.280, -0.238, -0.167, -0.422, -0.259, -0.891, 0.517, 0.442, 0.211, 0.336, 0.445, -0.332, 0.339, -0.596, -0.461, -0.115, -0.128, -0.616, 0.421, 0.297, 0.378, 0.325, 0.483, -0.331, 0.379, -0.530, -0.639, -0.068, -0.385, -0.509, 0.408, 0.406, 0.336, 0.496, 0.453, -0.368, 0.418, 0.518, -0.128, -0.913, -0.249, -0.536, -0.399, 0.345, 0.398, 0.404, 0.476, -0.408, 0.349, -0.446, -0.048, -0.523, -0.868, -0.181, 0.364, 0.402, 0.437, 0.348, 0.554, 0.216, 0.285, -0.128, -0.540, -0.649, -0.453, -0.758, 0.558, 0.399, 0.389, 0.340, 0.359]
}


(2)
{
  "formula": "C38H32AgBr2N6O4S2",
  "method": "the ωB97M-V functional and the def2-TZVPD basis",
  "multiplicity": 1,
  "lumo_energy_ha": 0.0828,
  "de_lowest_ev": 0.0000,
  "charge": -1,
  "elements": ["Ag", "C", "C", "C", "C", "C", "C", "C", "S", "O", "O", "N", "C", "C", "C", "C", "C", "C", "C", "C", "N", "C", "H", "H", "H", "H", "H", "H", "H", "H", "H", "H", "H", "H", "H", "Br", "C", "C", "C", "Br", "C", "C", "C", "C", "N", "C", "C", "O", "H", "H", "H", "H", "N", "S", "C", "C", "C", "C", "C", "C", "C", "C", "C", "C", "C", "C", "H", "H", "H", "H", "H", "H", "H", "H", "H", "H", "H", "N", "C", "N", "O", "H", "H", "H", "H"],
  "positions_angstrom": [[-0.18068, 0.23942, -1.61373], [-4.37645, -2.17012, 4.16892], [-3.94093, -2.10553, 2.72574], [-4.65701, -2.75721, 1.72722], [-4.26184, -2.67418, 0.39573], [-3.14141, -1.92960, 0.06704], [-2.41033, -1.27035, 1.05099], [-2.81167, -1.36893, 2.37077], [-2.68254, -1.71149, -1.63647], [-3.41635, -2.69470, -2.40725], [-2.98946, -0.32824, -1.91636], [-1.10930, -1.86223, -1.68179], [-0.43531, -3.04772, -1.78878], [-0.97388, -4.32516, -1.68749], [-0.16810, -5.47112, -1.79950], [1.18019, -5.39529, -2.00933], [1.78435, -4.12114, -2.12044], [3.17073, -3.94605, -2.33465], [3.69662, -2.69031, -2.42820], [2.83000, -1.58358, -2.31260], [1.54288, -1.70878, -2.11412], [0.99612, -2.94739, -2.01318], [-5.20438, -2.86809, 4.30136], [-4.70473, -1.18739, 4.51706], [-3.55276, -2.48914, 4.81146], [-5.54281, -3.32720, 1.99067], [-4.80806, -3.17554, -0.39402], [-1.55051, -0.66817, 0.77307], [-2.25191, -0.84558, 3.13922], [-2.03959, -4.42516, -1.54110], [-0.63813, -6.44460, -1.71661], [1.79182, -6.28670, -2.09238], [3.80186, -4.82401, -2.42507], [4.75612, -2.53386, -2.59018], [3.19820, -0.56257, -2.39514], [-2.75031, 2.67894, 2.45588], [-3.09837, 2.76655, 0.58862], [-4.36671, 3.16100, 0.15543], [-4.64497, 3.23415, -1.18089], [-6.39110, 3.79519, -1.71583], [-3.67312, 2.89000, -2.14955], [-3.90197, 2.86123, -3.54113], [-2.90123, 2.47757, -4.38734], [-1.65179, 2.12981, -3.84996], [-1.39995, 2.14213, -2.56286], [-2.38421, 2.50580, -1.70203], [-2.04676, 2.42351, -0.27880], [-0.89228, 2.06606, 0.10426], [-5.12856, 3.40889, 0.88133], [-4.87669, 3.12521, -3.92683], [-3.06498, 2.41543, -5.45532], [-0.83071, 1.83581, -4.49847], [1.50308, 0.26601, 0.23021], [1.64528, 1.21565, 1.46387], [3.29065, 1.97763, 1.44590], [4.44438, 1.21118, 1.55404], [5.68441, 1.82120, 1.45345], [5.77054, 3.19363, 1.23950], [4.61548, 3.95153, 1.11564], [3.36953, 3.34253, 1.21736], [1.91769, 0.20392, 2.95270], [1.69238, -1.15629, 2.85417], [1.83445, -1.95559, 3.98465], [2.18426, -1.38552, 5.20039], [2.39188, -0.01237, 5.29268], [2.25509, 0.78719, 4.16866], [2.35049, -0.27388, 0.05638], [4.37258, 0.14118, 1.71996], [6.58591, 1.22727, 1.54387], [6.74160, 3.66918, 1.16586], [4.68241, 5.01729, 0.93276], [2.45713, 3.91825, 1.10718], [1.39881, -1.57347, 1.89545], [1.66444, -3.02268, 3.91254], [2.28304, -2.00743, 6.08203], [2.65855, 0.43390, 6.24358], [2.41920, 1.85889, 4.23105], [2.02791, 3.71182, -3.65755], [1.75184, 2.84761, -2.61687], [1.19871, 3.43085, -1.50356], [2.02539, 1.65880, -2.69655], [1.97741, 4.70633, -3.54062], [2.56512, 3.34461, -4.41946], [0.66313, 4.26814, -1.67327], [0.68019, 2.77305, -0.91334]],
  "mulliken_charge": [0.911, -1.437, 1.040, -0.809, -0.496, -0.112, -0.640, -0.699, 1.044, -0.786, -0.447, 0.287, 0.226, -0.684, -0.813, -0.941, 1.384, -0.688, -0.927, -0.335, -0.092, -0.210, 0.354, 0.298, 0.332, 0.293, 0.461, 0.467, 0.572, 0.460, 0.370, 0.340, 0.388, 0.393, 0.481, -0.252, 0.024, -0.444, 0.109, -0.314, 0.956, -1.023, -0.837, -0.351, 0.185, 0.258, -0.441, -0.119, 0.408, 0.299, 0.395, 0.375, -0.205, 0.304, 0.137, -0.169, -0.666, -0.408, -0.608, -0.244, 0.218, -0.256, -0.617, -0.414, -0.576, -0.452, 0.009, 0.400, 0.404, 0.375, 0.399, 0.316, 0.342, 0.429, 0.371, 0.385, 0.409, -0.467, 0.523, 0.008, -0.493, 0.159, 0.253, 0.341, -0.420]
}


(3)
{
  "formula": "C6H28O8",
  "method": "the ωB97M-V functional and the def2-TZVPD basis",
  "multiplicity": 1,
  "smiles": "CO.CO.CO.CO.CO.CO.O.O",
  "lumo_energy_ha": -0.0052,
  "de_lowest_ev": 4.6132,
  "charge": 0,
  "elements": ["O", "H", "H", "O", "H", "H", "C", "O", "H", "H", "H", "H", "C", "O", "H", "H", "H", "H", "C", "O", "H", "H", "H", "H", "C", "O", "H", "H", "H", "H", "C", "O", "H", "H", "H", "H", "C", "O", "H", "H", "H", "H"],
  "positions_angstrom": [[3.34274, -3.24580, -0.44010], [4.28196, -3.19935, -0.26134], [2.92882, -2.97241, 0.37853], [2.05431, -2.86359, 2.07472], [2.25244, -2.15022, 2.68142], [2.03800, -3.64773, 2.62344], [0.00719, -0.72147, 0.08717], [-0.09935, -1.42255, 1.28393], [0.70911, 0.11242, 0.08844], [0.27662, -1.44708, -0.68030], [-0.93444, -0.27421, -0.23129], [0.73352, -1.85513, 1.48589], [-2.52946, 0.08994, 2.95141], [-1.27470, 0.63563, 2.41140], [-2.90731, -0.64769, 2.24344], [-2.37497, -0.47336, 3.87169], [-3.35969, 0.75280, 3.19523], [-0.82193, -0.10886, 2.00850], [2.92539, 2.91752, 0.78734], [2.37364, 2.89963, -0.51614], [2.40104, 2.17350, 1.38699], [3.92998, 2.51236, 0.66599], [2.89509, 3.90112, 1.25607], [1.42355, 3.03144, -0.47699], [-0.86138, 2.77748, -1.33395], [-0.37544, 3.52321, -0.24443], [-1.62748, 3.36306, -1.84219], [0.00070, 2.46751, -1.92456], [-1.35916, 1.88389, -0.95735], [-0.88275, 3.44714, 0.56701], [-4.58085, 0.42389, -0.51127], [-4.46807, 1.63542, -1.30876], [-3.56272, 0.08643, -0.31727], [-5.11910, 0.61205, 0.41769], [-5.09800, -0.36125, -1.06285], [-4.56207, 2.43889, -0.79185], [1.97020, -2.79920, -3.57872], [2.29133, -1.90211, -2.46653], [1.70712, -2.24092, -4.47717], [2.74828, -3.45800, -3.96431], [1.09240, -3.40890, -3.36464], [2.41544, -2.48550, -1.71430]],
  "mulliken_charge": [-0.670, 0.301, 0.367, -0.734, 0.338, 0.277, -0.138, -0.630, 0.252, 0.318, -0.233, 0.382, -0.629, -0.545, 0.206, 0.272, 0.307, 0.470, -0.521, -0.511, 0.166, 0.252, 0.243, 0.383, -0.176, -0.584, 0.234, 0.286, -0.061, 0.311, -0.102, -0.517, -0.172, 0.251, 0.264, 0.286, -0.653, -0.437, 0.262, 0.278, 0.269, 0.339]
}